Computed, not measured: a molecular structure, C26H20N2O10STi at a distorted geometry, with wB97M-V/def2-TZVPD.

Positions of all 60 atoms, in Å:
Ti: 0.22153 -0.22664 0.86325
C: 4.18840 6.24860 -0.57175
O: 3.02396 5.47408 -0.68055
C: 3.11095 4.16637 -0.25770
C: 4.31155 3.54474 0.08284
C: 4.28503 2.21910 0.47864
C: 3.10102 1.45790 0.55742
C: 3.12610 0.09921 0.98412
C: 4.36323 -0.67308 1.31952
O: 2.03304 -0.58938 1.12965
C: 1.88281 2.13378 0.21184
O: 0.71610 1.53471 0.26106
C: 1.91824 3.46880 -0.19286
H: 3.90637 7.26791 -0.83080
H: 4.96903 5.90982 -1.26305
H: 4.58879 6.23094 0.44756
H: 5.25771 4.06726 0.04920
H: 5.22709 1.76075 0.74788
H: 5.27055 -0.24381 0.89719
H: 4.25522 -1.68922 0.93670
H: 4.50141 -0.75324 2.40286
H: 0.98388 3.95236 -0.44158
O: -4.42074 -1.11395 4.41552
C: -3.34210 -0.98418 3.85321
C: -2.85390 -1.98711 2.71666
O: -3.52748 -2.91641 2.29410
C: -1.57155 -1.48731 2.34113
C: -1.27422 -0.34767 3.08528
O: -0.17080 0.30184 2.76152
C: -2.31947 0.05994 4.00444
O: -2.35178 1.11173 4.70494
O: -0.74313 -1.80373 1.30059
N: -1.81494 2.42355 1.91555
C: -2.51752 1.69898 0.99583
C: -3.85903 2.04131 0.72484
C: -4.57694 1.29942 -0.17345
C: -3.96796 0.22446 -0.82375
C: -2.65724 -0.04781 -0.51296
N: -1.93556 0.66150 0.37160
H: -2.36873 2.68703 2.72013
H: -0.96042 1.97509 2.22958
H: -4.29898 2.87490 1.25522
H: -5.61609 1.54107 -0.36427
H: -4.49584 -0.40568 -1.52408
H: -2.12863 -0.87900 -0.96197
O: 2.22859 -7.38275 0.09298
C: 2.75585 -6.61166 -0.89672
O: 3.64645 -7.06131 -1.57158
C: 2.16418 -5.25957 -1.05477
C: 0.89598 -4.92669 -0.56948
C: 0.39002 -3.65165 -0.73343
C: 1.13856 -2.65909 -1.38218
S: 0.50939 -1.03776 -1.60795
C: 2.41407 -3.00263 -1.85299
C: 2.91411 -4.28172 -1.70747
H: 1.61546 -6.84328 0.60661
H: 0.26366 -5.65898 -0.07733
H: -0.57617 -3.39590 -0.32307
H: 3.00923 -2.23486 -2.33166
H: 3.89706 -4.53876 -2.07996

Calculated values
Total charge = -2
E_HOMO (alpha / beta) = 0.333 / -1.818 eV
Relative energy (zero: lowest compared OMol25 entry of this formula, charge and spin) = 96.8 kJ/mol
Maximum force = 1.3 eV/A
Total energy = -84697.552 eV
Multiplicity = 3
Expectation value of S² = 2.05
Lowest unoccupied orbital energy (alpha / beta) = 0.1418 / 0.1417 Eh
Orbital gap (alpha / beta) = 3.53 / 5.67 eV

These are the Löwdin partial charges, in e, on atoms 1 to 5: number 1, Ti, carries 0.985; number 2, C, carries -0.122; number 3, O, carries -0.092; number 4, C, carries -0.281; number 5, C, carries -0.055

Computed, not measured: a molecular structure, C23H24O5 at a distorted geometry, with wB97M-V/def2-TZVPD.

Positions of all 52 atoms, in Å:
C: 0.26063 -6.30614 -2.19579
C: -0.92417 -5.77687 -1.61599
C: -1.94719 -5.41472 -2.54972
H: -2.89527 -4.99984 -2.00970
H: -2.23385 -5.99149 -3.37189
C: -1.68126 -3.96146 -3.39579
C: -1.56156 -2.69735 -2.51218
C: -0.07067 -2.27277 -2.31698
C: 0.03809 -1.07804 -1.45450
C: 1.09378 -0.60930 -1.08401
C: 1.34001 0.47559 0.00608
O: 2.40157 0.93597 0.43893
C: -0.10193 1.46208 -0.16565
C: -1.35564 0.53395 -0.05416
O: -2.30547 1.01532 0.32877
C: -1.42585 -0.51568 -0.90705
C: -2.62852 -1.13668 -1.45057
O: -2.63247 -2.20978 -2.11377
H: -3.35949 -0.95125 -1.08248
C: -0.09549 2.48358 -0.89158
H: 0.92378 3.15597 -0.88827
H: -0.06373 2.11503 -1.80191
H: -0.89129 3.06625 -0.76845
O: -0.13243 1.98560 1.48802
C: 0.22130 1.05520 2.26082
O: -0.15199 -0.16787 2.10208
C: -0.07708 1.85884 3.54422
C: 1.50126 2.39360 3.87140
C: 1.36963 3.81040 3.05247
C: 0.61959 4.84116 3.30885
C: 0.84622 5.94086 2.54636
C: 1.62123 6.09207 1.30113
C: 2.29240 4.87554 1.06515
C: 2.19652 3.87393 1.74930
H: 2.79611 2.98056 1.52753
H: 3.00094 4.80314 0.28439
H: 1.68941 6.92139 0.64809
H: -0.03267 6.81380 2.97841
H: 0.10693 4.83232 4.23508
H: 2.22983 1.83785 3.73610
H: 1.31595 2.72270 4.88571
H: -0.16341 1.04708 4.68926
H: -0.80441 2.58924 3.79218
H: 1.95859 -0.97464 -1.33718
H: 0.83839 -2.70236 -2.57538
H: -2.49078 -3.95581 -4.21990
H: -0.82303 -4.29458 -4.04893
H: -1.44982 -6.43864 -0.97694
H: -0.45055 -4.84585 -0.96264
H: 0.87161 -5.44757 -2.72082
H: 1.11060 -6.63986 -1.50106
H: 0.10563 -7.13045 -2.86703

Calculated values
Total charge = 0
E_HOMO = -8.062 eV
Relative energy (zero: lowest compared OMol25 entry of this formula, charge and spin) = 1954.0 kJ/mol
Maximum force = 19.3 eV/A
Total energy = -34457.814 eV
Lowest unoccupied orbital energy = -0.0328 Eh
Orbital gap = 7.17 eV

These are the Löwdin partial charges, in e, on atoms 1 to 5: number 1, C, carries -0.162; number 2, C, carries -0.366; number 3, C, carries -0.191; number 4, H, carries 0.136; number 5, H, carries 0.084